Computed, not measured: a 2-piece molecular cluster, C4H7F overall in a non-equilibrium geometry, with ωB97M-V with the def2-TZVPD basis set.

The electronic energy is -256.302165 hartree. The HOMO-LUMO gap comes out at 0.3588 Eh. The energy above the lowest of the compared OMol25 structures with the same formula, charge and spin is 3.855 eV.

```
12
Properties=species:S:1:pos:R:3:mulliken_charge:R:1
H -2.435 0.520 -1.005 0.305
C -1.810 0.621 -0.131 -0.764
H -1.143 -1.246 0.939 0.291
C 1.292 0.163 0.356 -0.442
H -2.214 0.970 0.829 0.289
C -0.929 -0.623 0.059 -0.584
H -1.115 1.521 -0.308 0.225
F 3.528 0.160 -0.037 -0.238
H -0.975 -1.232 -0.797 0.303
H 1.144 1.097 0.928 0.309
C 2.318 -0.424 -0.239 0.051
H 2.339 -1.526 -0.595 0.256
```